[1]
Below is a gas-phase ion, C5H11N2O2 (charge +1) at a distorted geometry, with properties calculated with ωB97M-V/def2-TZVPD.

ORCA input file:
```
! RIJCOSX wB97M-V def2-TZVPD def2/J DEFGRID3
* xyz 1 1
C 3.79 0.11 -0.02
N 2.63 -0.47 -0.08
C 1.18 -0.24 -0.04
O 0.72 -1.51 0.18
C 0.22 0.70 -0.34
O 0.47 2.04 -0.40
C -1.25 0.34 -0.39
C -1.66 0.25 1.05
N -1.40 -0.95 -1.13
H 3.73 1.08 0.24
H 4.60 -0.56 0.08
H 2.57 -1.53 -0.19
H -0.03 -1.77 -0.36
H -0.38 2.58 -0.24
H -1.72 1.25 -0.79
H -1.44 -0.81 1.49
H -2.76 0.13 1.18
H -1.36 0.96 1.80
H -1.38 -0.90 -2.08
H -2.33 -1.49 -1.00
*
```

Values from the calculation:
- E: -456.7541 a.u.
- E_HOMO (spin up / spin down): -0.4643 / -0.4643 Ha
- Energy above the lowest of the compared OMol25 structures with the same formula, charge and spin: 76.8 kcal/mol
- Frontier orbital gap (spin up / spin down): 7.72 / 7.72 eV
- SMILES: C=[NH+]/C(O)=C(\O)[C@H](C)N

***

[2]
Below is 2 unconnected molecules or ions with the total composition C7H6F2O2S at a distorted geometry, with properties calculated with ωB97M-V/def2-TZVPD.

ORCA input file:
```
! RIJCOSX wB97M-V def2-TZVPD def2/J DEFGRID3
* xyz 0 1
C 0.62 1.82 1.47
C -0.43 -0.09 2.65
C -0.26 1.12 0.62
C -0.87 -0.07 1.31
C -0.56 1.39 -0.67
C 0.97 -0.72 -1.67
C 0.02 -1.85 -1.64
O -1.62 -0.87 0.75
O 1.23 0.06 -2.52
F -0.05 2.42 -1.33
F 1.68 -0.65 -0.49
S 0.66 1.15 3.00
H 1.20 2.69 1.22
H -0.71 -0.81 3.39
H -1.28 0.83 -1.24
H 0.58 -2.77 -1.43
H -0.50 -1.94 -2.59
H -0.69 -1.71 -0.82
*
```

Values from the calculation:
- E: -1018.6733 a.u.
- E_HOMO (spin up / spin down): -0.3078 / -0.2952 Ha
- Energy above the lowest of the compared OMol25 structures with the same formula, charge and spin: 0.0 kcal/mol
- Frontier orbital gap (spin up / spin down): 7.10 / 6.34 eV

***

[3]
Below is a gas-phase ion, C3H4NOS (charge -1) at a distorted geometry, with properties calculated with ωB97M-V/def2-TZVPD.

ORCA input file:
```
! RIJCOSX wB97M-V def2-TZVPD def2/J DEFGRID3
* xyz -1 1
H -0.49 2.06 1.91
N -0.05 1.84 1.03
C -0.34 0.69 0.55
C 0.08 0.10 -0.83
C 0.56 -1.33 -0.48
O 1.74 -1.57 -0.22
S -0.68 -2.47 -0.61
H -0.77 -0.06 1.33
H -0.92 -0.02 -1.50
H 0.86 0.76 -1.19
*
```

Values from the calculation:
- E: -644.9230 a.u.
- E_HOMO: -0.1202 Ha
- Energy above the lowest of the compared OMol25 structures with the same formula, charge and spin: 6.4 kcal/mol
- Frontier orbital gap: 7.22 eV
- SMILES: [H]/N=C/CC([O-])=S

***

[4]
Below is 2 unconnected molecules or ions with the total composition C10H10BrNS at a distorted geometry, with properties calculated with ωB97M-V/def2-TZVPD.

ORCA input file:
```
! RIJCOSX wB97M-V def2-TZVPD def2/J DEFGRID3
* xyz 0 1
C -1.11 -1.13 -2.74
C -2.26 -1.16 -1.87
C 0.05 -0.50 -2.25
C -2.30 -0.60 -0.57
C 0.11 -0.01 -0.96
C -1.02 -0.14 -0.10
C 1.28 0.33 -0.12
C 0.71 0.60 1.05
C 2.66 0.33 -0.54
C -1.57 0.55 2.30
N -0.66 0.26 1.12
S 4.36 1.45 4.20
Br 2.38 1.21 3.38
H -1.16 -1.56 -3.73
H -3.17 -1.35 -2.35
H 0.98 -0.55 -2.78
H -3.07 -0.77 0.25
H 3.28 0.44 0.41
H 2.90 1.23 -1.08
H 2.92 -0.54 -1.06
H -1.42 -0.32 2.92
H -1.38 1.48 2.76
H -2.51 0.76 1.77
*
```

Values from the calculation:
- E: -3413.7931 a.u.
- E_HOMO (spin up / spin down): -0.2846 / -0.2887 Ha
- Energy above the lowest of the compared OMol25 structures with the same formula, charge and spin: 123.5 kcal/mol
- Frontier orbital gap (spin up / spin down): 4.31 / 4.56 eV

***

[5]
Below is a molecular structure, C25H32FIrO2 at a distorted geometry, with properties calculated with ωB97M-V/def2-TZVPD.

ORCA input file:
```
! RIJCOSX wB97M-V def2-TZVPD def2/J DEFGRID3
* xyz 1 6
O -0.61 -1.00 -1.91
C -0.98 0.18 -2.77
C -0.57 -0.43 -4.07
H -0.34 1.07 -2.61
H -2.05 0.40 -2.69
C -0.43 -1.68 -3.18
H 0.40 -0.06 -4.43
H -1.36 -0.42 -4.83
C 0.94 -2.28 -3.32
H 1.71 -1.55 -3.04
H 1.08 -2.56 -4.37
H 1.03 -3.17 -2.70
C -1.56 -2.64 -3.48
H -2.51 -2.12 -3.43
H -1.56 -3.47 -2.78
H -1.42 -3.03 -4.49
Ir -0.63 -1.17 1.14
C -2.51 -1.59 2.00
C -2.18 -0.24 2.38
C -2.11 0.56 1.21
H -1.97 0.09 3.38
C -2.37 -0.28 0.09
C -2.60 -1.61 0.55
H -2.84 -2.47 -0.07
H -2.70 -2.41 2.67
H -1.93 1.63 1.18
H -2.39 0.03 -0.94
C 0.96 -2.18 2.29
C 0.08 -3.10 1.61
C 0.22 -2.86 0.20
H -0.62 -3.79 2.07
C 1.18 -1.80 0.03
C 1.62 -1.39 1.32
H 2.31 -0.58 1.51
H 1.10 -2.09 3.36
H -0.33 -3.35 -0.60
H 1.52 -1.38 -0.90
O 2.42 2.07 -1.36
C 1.23 1.44 -0.84
C 0.04 2.41 -0.85
H 1.45 1.07 0.18
H 1.08 0.52 -1.43
C 0.51 3.62 -1.69
H -0.11 2.73 0.19
H -0.90 1.97 -1.21
C 2.01 3.34 -1.93
H 0.37 4.52 -1.08
H 0.00 3.74 -2.65
H 2.60 4.16 -1.48
H 2.30 3.28 -2.99
F 2.10 3.19 5.90
C 1.51 2.34 4.99
C 1.57 2.64 3.63
C 0.93 1.75 2.72
C 0.41 0.59 3.19
C 0.35 0.27 4.52
C 0.90 1.19 5.47
H 2.05 3.56 3.31
H 0.90 1.98 1.65
H -0.13 -0.65 4.84
H 0.86 0.98 6.53
*
```

Values from the calculation:
- <S²>: 8.7976
- E: -1325.7820 a.u.
- E_HOMO (spin up / spin down): -0.2981 / -0.4380 Ha
- Frontier orbital gap (spin up / spin down): 5.45 / 5.74 eV

***

[6]
Below is 7 unconnected molecules or ions with the total composition C27H50INO6S7 at a distorted geometry, with properties calculated with ωB97M-V/def2-TZVPD.

ORCA input file:
```
! RIJCOSX wB97M-V def2-TZVPD def2/J DEFGRID3
* xyz 0 1
I 0.40 2.13 4.68
C -0.61 0.33 3.97
C -2.00 0.81 3.28
C -2.91 -0.42 2.81
C -2.28 -1.32 1.65
C -1.91 -2.81 1.89
C -1.29 -3.64 0.74
C -1.03 -3.09 -0.71
C -1.41 -1.58 -0.95
C -2.00 -0.74 0.24
S -2.34 1.05 -0.20
C -0.86 1.45 -1.27
C -0.07 2.78 -1.21
C 1.18 2.88 -2.16
C 1.59 1.74 -3.14
C 0.79 0.41 -3.22
C -0.44 0.28 -2.24
N -1.19 -0.99 -2.28
H -0.88 -0.37 4.85
H -0.03 -0.21 3.14
H -2.58 1.34 4.13
H -1.84 1.61 2.48
H -3.21 -1.12 3.66
H -3.90 0.03 2.37
H -2.07 -3.26 2.94
H -1.02 -4.73 0.94
H -0.60 -3.72 -1.56
H -0.38 3.60 -0.49
H 1.82 3.82 -2.15
H 2.49 1.83 -3.84
H 1.05 -0.45 -3.93
H -0.78 -1.66 -2.95
C 4.23 6.57 -4.66
S 2.95 5.60 -3.84
O 2.47 4.57 -4.81
C 1.71 6.92 -3.81
H 5.10 5.92 -4.82
H 3.87 6.93 -5.63
H 4.52 7.41 -4.03
H 1.50 7.26 -4.82
H 2.08 7.75 -3.20
H 0.80 6.53 -3.36
C 3.20 -1.00 1.75
S 2.99 -2.77 2.04
O 1.75 -2.95 2.86
C 4.40 -2.95 3.15
H 2.39 -0.66 1.10
H 3.15 -0.46 2.70
H 4.15 -0.82 1.26
H 4.28 -2.29 4.01
H 5.32 -2.71 2.62
H 4.44 -3.99 3.50
C -4.09 0.24 -3.57
S -4.85 -1.29 -4.13
O -4.26 -1.63 -5.46
C -6.49 -0.60 -4.42
H -3.04 0.05 -3.36
H -4.17 1.01 -4.35
H -4.58 0.58 -2.66
H -6.43 0.22 -5.15
H -6.91 -0.23 -3.48
H -7.14 -1.39 -4.82
C 1.45 -5.89 -4.90
S 1.17 -5.43 -3.17
O 0.20 -4.30 -3.16
C 2.81 -4.74 -2.89
H 0.53 -6.31 -5.30
H 1.73 -5.00 -5.48
H 2.25 -6.63 -4.95
H 3.00 -3.93 -3.59
H 3.57 -5.52 -3.01
H 2.85 -4.35 -1.87
C -7.16 -0.71 3.19
S -6.79 1.05 3.22
O -5.30 1.19 3.26
C -7.41 1.35 4.89
H -6.82 -1.12 2.23
H -6.65 -1.22 4.00
H -8.24 -0.86 3.27
H -6.88 0.71 5.60
H -8.48 1.14 4.93
H -7.24 2.40 5.14
C 7.95 1.04 4.27
S 6.66 0.09 5.10
O 6.16 -0.93 4.12
C 5.44 1.42 5.16
H 8.80 0.39 4.10
H 7.58 1.42 3.32
H 8.25 1.87 4.91
H 5.22 1.77 4.15
H 5.82 2.24 5.77
H 4.52 1.03 5.61
*
```

Values from the calculation:
- E: -4649.5159 a.u.
- E_HOMO: -0.2564 Ha
- Frontier orbital gap: 7.45 eV